Run A
Computed, not measured: 2 unconnected molecules or ions with the total composition C3H10NO, with ωB97M-V/def2-TZVPD.

Output
Total charge   +1
E_HOMO   -0.595 Ha
HOMO-LUMO gap   0.41314 Eh

Last columns: bonded neighbours and bond lengths (Å).
Geometry (Å):
1 C -1.34036 -1.07102 -1.42939  C2 1.578, H5 1.149, H6 1.109, H7 1.110
2 C -0.00221 -0.77948 -0.64532  C1 1.578, N4 1.414, H8 1.084, H9 1.135
3 C -0.96137 0.51374 1.17331  N4 1.269, H10 1.094, H11 1.083
4 N -0.01791 0.17916 0.39378  C2 1.414, C3 1.269, H12 1.040
5 H -2.12984 -1.62386 -0.80301  C1 1.149
6 H -1.85316 -0.17916 -1.84312  C1 1.109
7 H -1.23093 -1.80261 -2.25638  C1 1.110
8 H 0.40527 -1.73999 -0.35027  C2 1.084
9 H 0.67351 -0.41582 -1.48123  C2 1.135
10 H -0.90311 1.12891 2.07589  C3 1.094
11 H -1.88744 -0.03952 1.08001  C3 1.083
12 H 0.92937 0.41258 0.75499  N4 1.040
13 H 3.38599 1.35529 1.30118  O15 0.988
14 H 2.48351 2.49549 0.95906  O15 0.937
15 O 2.44867 1.56629 1.07048  H13 0.988, H14 0.937

Charges per atom according to Löwdin partitioning, unit e: -0.077, -0.197, 0.195, 0.031, 0.095, 0.086, 0.089, 0.136, 0.155, 0.137, 0.119, 0.133, 0.096, 0.038, -0.037


Run B
Computed, not measured: 2 unconnected molecules or ions with the total composition C3H10NO, with ωB97M-V/def2-TZVPD.

Output
Total charge   +1
E_HOMO   -0.516 Ha
HOMO-LUMO gap   0.36771 Eh

Last columns: bonded neighbours and bond lengths (Å).
Geometry (Å):
1 C -0.67568 1.22642 -0.53868  N4 1.529, H6 1.096, H7 1.047, H8 1.085
2 C -1.06965 -1.12721 -0.06952  N4 1.492, H9 1.023, H10 1.162, H11 1.094
3 C 1.20403 -0.26209 0.45252  N4 1.466, O5 1.328, H13 1.080
4 N -0.22407 0.04099 0.31447  C1 1.529, C2 1.492, C3 1.466, H14 1.053
5 O 1.77966 0.02955 -0.70786  C3 1.328, H15 0.973
6 H 0.19141 1.84220 -0.80368  C1 1.096
7 H -1.11121 0.83317 -1.40565  C1 1.047
8 H -1.31809 1.85062 0.07398  C1 1.085
9 H -0.89804 -1.41300 -1.03660  C2 1.023
10 H -0.91586 -2.10319 0.54271  C2 1.162
11 H -2.06844 -0.68130 -0.04559  C2 1.094
12 H 1.73589 1.02297 1.70337  no bonds
13 H 1.22435 -1.12543 1.10176  C3 1.080
14 H -0.54918 0.11103 1.31327  N4 1.053
15 H 2.69488 -0.24472 -0.89451  O5 0.973

Charges per atom according to Löwdin partitioning, unit e: 0.052, 0.002, -0.239, -0.195, 0.042, 0.112, 0.086, 0.116, 0.072, 0.156, 0.118, 0.215, 0.117, 0.184, 0.160


On energetic grounds, run A is preferred over the next structure by 0.1197 hartree.


Run A
Computed, not measured: 2 unconnected molecules or ions with the total composition C3H10NO, with ωB97M-V/def2-TZVPD.

Output
Total charge   +1
E_HOMO   -0.554 Ha
HOMO-LUMO gap   0.36231 Eh

Last columns: bonded neighbours and bond lengths (Å).
Geometry (Å):
1 C -1.37281 -1.84975 0.27772  N2 1.269, H3 1.086, H4 1.084
2 N -0.82569 -1.49409 1.36578  C1 1.269, H5 1.048, H6 1.013
3 H -2.11997 -2.63169 0.17876  C1 1.086
4 H -1.22663 -1.27650 -0.63106  C1 1.084
5 H -0.19123 -0.65984 1.37305  N2 1.048
6 H -1.05279 -2.06599 2.17030  N2 1.013
7 C 1.20641 0.79163 -0.33347  O8 1.456, C9 1.512, H10 1.094, H11 1.086
8 O 0.61102 0.82752 0.99448  C7 1.456, H12 0.968
9 C 0.23256 1.39118 -1.32284  C7 1.512, H13 1.090, H14 1.090, H15 1.083
10 H 1.47835 -0.22745 -0.62323  C7 1.094
11 H 2.13716 1.34832 -0.27979  C7 1.086
12 H 1.24179 1.27375 1.57715  O8 0.968
13 H -0.76816 1.00067 -1.13584  C9 1.090
14 H 0.42896 1.10067 -2.35523  C9 1.090
15 H 0.22103 2.47155 -1.25579  C9 1.083

Charges per atom according to Löwdin partitioning, unit e: 0.156, 0.214, 0.127, 0.108, 0.106, 0.159, -0.267, -0.111, -0.073, 0.111, 0.121, 0.115, 0.062, 0.087, 0.085


Run B
Computed, not measured: 2 unconnected molecules or ions with the total composition C3H10NO, with ωB97M-V/def2-TZVPD.

Output
Total charge   +1
E_HOMO   -0.502 Ha
HOMO-LUMO gap   0.37603 Eh

Last columns: bonded neighbours and bond lengths (Å).
Geometry (Å):
1 C 0.57865 2.00188 1.32030  N2 1.531, H3 1.084, H4 1.085, H5 1.083
2 N 0.55375 0.47139 1.32570  C1 1.531, H6 1.037, H7 1.017, H8 1.010
3 H 0.95217 2.33077 0.35762  C1 1.084
4 H 1.28067 2.36947 2.06116  C1 1.085
5 H -0.46298 2.27474 1.43448  C1 1.083
6 H 0.26027 0.15692 0.38213  N2 1.037
7 H 1.39052 0.03274 1.70110  N2 1.017
8 H -0.19788 0.24034 1.95909  N2 1.010
9 C -0.85980 -2.22908 -1.57338  C10 1.322, H12 1.085, H13 1.083
10 C -0.03138 -1.21452 -1.39494  C9 1.322, O11 1.433, H14 1.078
11 O -0.63796 0.05065 -1.10411  C10 1.433, H15 0.963
12 H -1.93823 -2.14624 -1.48438  C9 1.085
13 H -0.59425 -3.23228 -1.88472  C9 1.083
14 H 1.04419 -1.26162 -1.34215  C10 1.078
15 H -1.33774 0.15486 -1.75788  O11 0.963

Charges per atom according to Löwdin partitioning, unit e: 0.017, 0.152, 0.098, 0.102, 0.104, 0.084, 0.168, 0.157, 0.048, -0.215, -0.095, 0.079, 0.074, 0.112, 0.115


On energetic grounds, run A is preferred over the next structure by 0.0078 hartree.


Run A
Computed, not measured: 2 unconnected molecules or ions with the total composition C3H10NO, with ωB97M-V/def2-TZVPD.

Output
Total charge   +1
E_HOMO   -0.523 Ha
HOMO-LUMO gap   0.39917 Eh

Last columns: bonded neighbours and bond lengths (Å).
Geometry (Å):
1 C -0.43110 -2.57694 0.48059  N2 1.515, H3 1.083, H4 1.085, H5 1.087
2 N -0.49558 -1.43000 1.46756  C1 1.515, H6 1.022, H7 1.022, H8 1.013
3 H -0.19786 -2.14026 -0.48224  C1 1.083
4 H 0.37050 -3.22509 0.81759  C1 1.085
5 H -1.38945 -3.07902 0.58166  C1 1.087
6 H -1.38142 -0.92124 1.45496  N2 1.022
7 H 0.18940 -0.73564 1.16287  N2 1.022
8 H -0.23440 -1.65055 2.42147  N2 1.013
9 O -0.25349 0.64060 -0.24107  C10 1.222
10 C 0.55682 1.18079 -0.97874  O9 1.222, C11 1.473, H12 1.108
11 C 0.71315 2.64397 -1.04971  C10 1.473, H13 1.099, H14 1.090, H15 1.088
12 H 1.00471 0.59220 -1.80337  C10 1.108
13 H -0.03534 2.99956 -1.77189  C11 1.099
14 H 1.67045 2.98740 -1.44172  C11 1.090
15 H 0.50637 3.15768 -0.11266  C11 1.088

Charges per atom according to Löwdin partitioning, unit e: 0.017, 0.128, 0.095, 0.102, 0.105, 0.164, 0.117, 0.166, -0.015, -0.265, -0.038, 0.132, 0.110, 0.090, 0.093


Run B
Computed, not measured: 2 unconnected molecules or ions with the total composition C3H10NO, with ωB97M-V/def2-TZVPD.

Output
Total charge   +1
E_HOMO   -0.537 Ha
HOMO-LUMO gap   0.40724 Eh

Last columns: bonded neighbours and bond lengths (Å).
Geometry (Å):
1 C -0.25417 -2.32504 0.29065  C2 1.530, H5 1.075, H6 1.097, H7 1.088
2 C -0.55204 -0.95727 -0.32782  C1 1.530, C3 1.323, H8 1.096
3 C 0.51284 -0.23921 -0.64508  C2 1.323, N4 1.485, H9 1.083
4 N 0.37158 1.11959 -1.22813  C3 1.485, H10 1.033, H11 1.018, H12 1.022
5 H 0.80798 -2.48690 0.33089  C1 1.075
6 H -0.58202 -2.28071 1.33655  C1 1.097
7 H -0.83169 -3.07913 -0.23983  C1 1.088
8 H -1.55655 -0.85865 -0.75549  C2 1.096
9 H 1.53941 -0.54199 -0.48006  C3 1.083
10 H 0.73934 1.04963 -2.19134  N4 1.033
11 H -0.59522 1.42340 -1.32076  N4 1.018
12 H 1.08501 1.72941 -0.82269  N4 1.022
13 H -0.85210 2.12496 2.35722  O15 0.964
14 H 0.39302 2.98940 2.04099  O15 0.981
15 O -0.22537 2.33251 1.65490  H13 0.964, H14 0.981

Charges per atom according to Löwdin partitioning, unit e: -0.061, -0.094, -0.111, 0.197, 0.073, 0.093, 0.088, 0.132, 0.135, 0.177, 0.172, 0.166, 0.047, 0.062, -0.074


On energetic grounds, run A is preferred over the next structure by 0.0236 hartree.


Run A
Computed, not measured: 2 unconnected molecules or ions with the total composition C3H10NO, with ωB97M-V/def2-TZVPD.

Output
Total charge   +1
E_HOMO   -0.488 Ha
HOMO-LUMO gap   0.33846 Eh

Last columns: bonded neighbours and bond lengths (Å).
Geometry (Å):
1 O -1.62775 2.54905 1.18951  C2 1.191
2 C -0.83577 1.75005 1.57923  O1 1.191, C3 1.513, H4 1.102
3 C -0.19127 0.70150 0.69888  C2 1.513, H5 1.096, H6 1.095, H7 1.093
4 H -0.54926 1.69478 2.64215  C2 1.102
5 H -0.49134 -0.28529 1.06929  C3 1.096
6 H 0.89866 0.77850 0.77469  C3 1.095
7 H -0.52264 0.81497 -0.33656  C3 1.093
8 C 1.51233 -2.64733 -1.52242  N9 1.497, H10 1.086, H11 1.088, H12 1.083
9 N 0.64117 -1.43791 -1.38694  C8 1.497, H13 1.025, H14 1.024, H15 1.023
10 H 2.01960 -2.75483 -0.56771  C8 1.086
11 H 0.88703 -3.51226 -1.73172  C8 1.088
12 H 2.22893 -2.57478 -2.33118  C8 1.083
13 H 1.16476 -0.61955 -1.05996  N9 1.025
14 H -0.07718 -1.60463 -0.67685  N9 1.024
15 H 0.12504 -1.13476 -2.21686  N9 1.023

Charges per atom according to Löwdin partitioning, unit e: 0.091, -0.308, -0.080, 0.126, 0.078, 0.084, 0.076, 0.005, 0.137, 0.109, 0.108, 0.106, 0.142, 0.146, 0.179


Run B
Computed, not measured: 2 unconnected molecules or ions with the total composition C3H10NO, with ωB97M-V/def2-TZVPD.

Output
Total charge   +1
E_HOMO   -0.543 Ha
HOMO-LUMO gap   0.41635 Eh

Last columns: bonded neighbours and bond lengths (Å).
Geometry (Å):
1 C -0.10755 -1.10754 1.50207  C2 1.472, H5 1.096, H6 1.094, H7 1.096
2 C -0.51030 -0.50662 0.21979  C1 1.472, C3 1.308, N4 1.507
3 C -1.63306 0.05264 -0.15234  C2 1.308, H8 1.089, H9 1.085
4 N 0.55548 -0.62705 -0.83900  C2 1.507, H10 1.030, H11 1.016, H12 1.011
5 H 0.35893 -2.09847 1.47099  C1 1.096
6 H 0.53015 -0.44533 2.09519  C1 1.094
7 H -0.98287 -1.26620 2.14220  C1 1.096
8 H -1.84690 0.47747 -1.13207  C3 1.089
9 H -2.45985 0.15278 0.54243  C3 1.085
10 H 0.89262 0.28296 -1.18421  N4 1.030
11 H 0.21930 -1.09748 -1.67410  N4 1.016
12 H 1.36139 -1.10152 -0.45516  N4 1.011
13 H 1.12757 2.67385 -0.08977  O15 0.971
14 H 1.61365 2.38903 -1.53255  O15 0.973
15 O 0.88143 2.22148 -0.91347  H13 0.971, H14 0.973

Charges per atom according to Löwdin partitioning, unit e: -0.039, -0.347, 0.110, 0.225, 0.099, 0.101, 0.104, 0.096, 0.096, 0.119, 0.174, 0.160, 0.078, 0.074, -0.049


On energetic grounds, run B is preferred over the next structure by 0.0219 hartree.